Density functional theory data (wB97M-V/def2-TZVPD) for a structure of composition C18H48CdN4O7Tl at a distorted geometry.

Summary:
Total charge: +3
Energy relative to the best compared isomer or geometry (same formula, charge and spin), eV: 0.000
LUMO, eV: -14.09
Gap between HOMO and LUMO, eV: 1.310

Cartesian coordinates (Å):
Cd1 3.55498 -0.85154 -0.62482
Tl1 0.67895 3.97409 1.49287
C1 7.51281 2.48777 1.73551
C2 6.13025 2.77000 1.34684
O1 5.82888 3.95501 0.99523
O2 5.24536 1.90128 1.31776
H1 7.95009 3.16458 2.46954
H2 8.10243 2.53931 0.82020
H3 7.61112 1.50802 2.20297
O3 0.78904 -0.19175 0.39457
H4 0.04214 -0.64130 0.83569
C3 -3.52587 -1.85146 -4.86504
C4 -2.65042 -0.81111 -4.23960
C5 -3.26139 0.62615 -4.14640
O4 -3.54255 1.19780 -5.39189
C6 -4.30622 2.39537 -5.27955
N1 -2.23404 -1.27092 -2.85406
H5 -2.99394 -2.53228 -5.52961
H6 -4.22671 -1.34581 -5.52930
H7 -4.04637 -2.43432 -4.10514
H8 -1.73529 -0.73177 -4.82641
H9 -2.54490 1.30099 -3.67808
H10 -4.17109 0.54179 -3.55190
H11 -5.26605 2.40499 -4.76310
H12 -4.32228 2.89219 -6.24961
H13 -3.64964 3.10041 -4.76972
H14 -3.03893 -1.21610 -2.24640
H15 -1.72151 -0.55202 -2.36356
C7 4.35788 4.81850 7.27880
C8 3.89054 3.93966 6.15103
C9 2.64126 3.02875 6.52298
O5 2.39395 2.12885 5.45498
C10 3.04082 0.85627 5.57123
N2 3.47561 4.84864 5.09499
H16 3.53406 5.32907 7.77753
H17 5.15565 5.50447 6.99399
H18 4.74126 4.39270 8.20606
H19 4.78930 3.41189 5.83198
H20 1.77581 3.67375 6.67490
H21 2.83264 2.49243 7.45241
H22 2.61950 0.13684 6.27337
H23 4.09831 0.91695 5.82841
H24 3.07648 0.26619 4.65546
H25 4.26601 5.42826 4.85126
H26 2.84057 5.53397 5.47859
C11 -4.06407 -0.06968 4.35586
C12 -3.90840 -0.16830 2.77863
C13 -5.23459 -0.73229 2.14059
O6 -5.04605 -0.75684 0.72494
C14 -6.11533 -1.35145 -0.03388
N3 -3.66964 1.21559 2.32034
H27 -4.60703 0.84214 4.60466
H28 -3.10932 -0.09955 4.88087
H29 -4.63421 -0.83354 4.88461
H30 -3.10730 -0.82137 2.43246
H31 -6.13758 -0.19683 2.43382
H32 -5.37287 -1.75367 2.49522
H33 -6.23452 -2.39537 0.25616
H34 -5.96492 -1.17737 -1.09932
H35 -7.03646 -0.82218 0.21007
H36 -4.33325 1.68537 2.91952
H37 -4.16070 1.14620 1.44048
C15 1.59837 -5.56795 -2.93598
C16 2.20242 -4.58991 -3.98246
C17 1.52938 -4.69080 -5.29358
O7 2.12259 -3.65430 -6.14429
C18 1.31966 -3.26617 -7.25522
N4 1.92103 -3.26148 -3.47907
H38 1.76517 -6.54522 -3.38900
H39 0.59562 -5.26017 -2.63956
H40 2.19292 -5.68801 -2.03035
H41 3.28683 -4.68812 -4.03254
H42 0.45316 -4.55463 -5.18719
H43 1.78501 -5.67266 -5.69196
H44 1.59304 -3.85886 -8.12819
H45 1.57064 -2.24749 -7.55086
H46 0.26130 -3.18790 -7.00654
H47 0.92010 -3.26355 -3.34397
H48 1.88023 -2.75044 -4.34927

Results of the Löwdin charge analysis, in e, for atoms 1 through 2: number 1, Cd, carries 1.2566; number 2, Tl, carries 0.9369

Density functional theory data (wB97M-V/def2-TZVPD) for a structure of composition C18H48F6MgNO12S2 at a distorted geometry.

Summary:
Total charge: +1
LUMO, eV: -6.49
Gap between HOMO and LUMO, eV: 4.912

Cartesian coordinates (Å):
Mg1 -2.38787 1.56281 1.09611
C1 0.61642 1.74531 -1.60860
F1 1.88648 1.74226 -2.02464
F2 0.12658 2.99086 -1.65758
F3 -0.08976 0.86850 -2.41382
S1 0.60412 1.23113 0.19896
O1 1.81882 0.45229 0.47438
O2 0.44867 2.53803 0.85197
N1 -0.98781 0.41702 0.43513
S2 -0.71277 -1.10957 0.12627
O3 -1.99020 -1.68365 -0.22500
O4 0.34997 -1.34080 -0.80541
C2 -0.21818 -1.78748 1.87514
F4 -0.15552 -3.14011 1.86992
F5 0.92612 -1.22659 2.33590
F6 -1.19170 -1.44281 2.71845
C3 -0.71512 -4.79424 4.65980
C4 -1.72546 -3.72298 5.09415
O5 -3.04845 -4.41089 5.31845
H1 0.20973 -4.23787 4.50746
H2 -1.16956 -5.16113 3.73950
H3 -0.76085 -5.69698 5.26895
H4 -1.99658 -3.05545 4.27624
H5 -1.37443 -3.09810 5.91537
H6 -3.35159 -4.03151 6.14657
C5 2.81119 5.55955 -1.64684
C6 1.75571 6.17682 -2.52113
O6 1.30407 5.24770 -3.46995
H7 3.57348 5.00707 -2.19620
H8 2.36672 4.72018 -1.11204
H9 3.22814 6.22982 -0.89519
H10 2.15580 7.07300 -2.99535
H11 0.81930 6.48604 -2.05678
H12 0.87528 5.74883 -4.16753
C7 0.01149 1.89555 3.85089
C8 -1.32775 2.58990 3.83286
O7 -1.73255 2.80542 2.49789
H13 0.00377 0.96887 3.27703
H14 0.37326 1.55662 4.82163
H15 0.75564 2.58755 3.45658
H16 -1.29644 3.54210 4.36243
H17 -2.13060 2.00010 4.27520
H18 -1.47559 3.70105 2.26674
C9 -2.69935 6.22374 -2.93073
C10 -2.30437 4.99368 -3.82918
O8 -3.41676 4.11615 -3.53778
H19 -3.50593 6.80925 -3.37197
H20 -1.97173 7.01907 -3.09233
H21 -2.81747 5.96251 -1.87910
H22 -1.28109 4.68365 -3.61731
H23 -2.51201 5.34354 -4.84041
H24 -4.03096 4.39332 -4.22154
C11 4.61593 -1.25210 1.51017
C12 6.11317 -1.43799 1.26229
O9 6.77445 -0.32531 1.77541
H25 4.29257 -0.50429 0.78607
H26 4.46936 -0.77051 2.47695
H27 4.06692 -2.17627 1.32956
H28 6.38615 -1.61577 0.22212
H29 6.49350 -2.30319 1.80532
H30 6.87711 -0.51470 2.71092
C13 -3.59207 -3.91868 1.76230
C14 -3.95823 -5.40908 1.52170
O10 -4.57935 -5.82147 2.72365
H31 -3.37131 -3.44500 0.80575
H32 -2.71036 -3.84770 2.39920
H33 -4.38625 -3.38333 2.28267
H34 -3.08734 -6.05238 1.39597
H35 -4.73272 -5.52418 0.76339
H36 -4.00312 -5.54227 3.43892
C15 -1.04791 1.67579 -5.32430
C16 -2.03322 0.51762 -5.27022
O11 -3.12780 0.90118 -6.04452
H37 -1.31802 2.59845 -4.81065
H38 -0.90840 2.10725 -6.31550
H39 -0.07389 1.40590 -4.91619
H40 -2.18855 0.22828 -4.23087
H41 -1.74431 -0.41982 -5.74548
H42 -2.89039 0.77765 -6.96646
C17 2.20016 -4.42000 -1.44767
C18 3.29811 -5.18186 -0.78859
O12 4.45282 -4.47431 -0.66672
H43 2.39200 -3.88201 -2.37603
H44 1.87357 -3.56600 -0.85425
H45 1.27736 -4.98984 -1.55645
H46 3.51578 -6.20127 -1.10724
H47 2.94692 -5.31619 0.23451
H48 5.06502 -4.96571 -1.21929

Results of the Löwdin charge analysis, in e, for atoms 1 through 2: number 1, Mg, carries 1.2298; number 2, C, carries -0.5829

Density functional theory data (wB97M-V/def2-TZVPD) for a cluster of 8 separate species, C18H48F6N6O10PS in total at a distorted geometry.

Summary:
Total charge: +3
Energy relative to the best compared isomer or geometry (same formula, charge and spin), eV: 0.000
LUMO, eV: -8.51
Gap between HOMO and LUMO, eV: 9.326

Cartesian coordinates (Å):
S1 0.14020 -0.26486 -0.29524
O1 -0.92216 0.42402 0.40845
O2 1.47317 0.08440 0.24709
O3 -0.13634 -1.74137 -0.15863
O4 0.07323 0.08308 -1.74064
C1 2.85839 1.23128 -4.24898
C2 3.10527 1.30470 -2.78812
O5 3.27719 2.29685 -2.16623
N1 3.27502 -0.03911 -2.15581
H1 2.76227 -0.07526 -1.25758
H2 2.74923 -0.71666 -2.70738
C3 4.72770 -0.48993 -1.91370
H3 1.93947 0.65043 -4.39949
H4 3.61686 0.70595 -4.83415
H5 2.71708 2.22422 -4.66674
H6 5.33472 0.41013 -1.92228
H7 5.05647 -1.19333 -2.67281
H8 4.66322 -0.99351 -0.95419
C4 -2.65352 3.91296 -0.57633
C5 -2.70023 2.61838 -1.38577
O6 -3.56882 1.82661 -1.36719
N2 -1.40163 2.32316 -2.09473
H9 -0.64776 2.88748 -1.71542
H10 -1.21288 1.29832 -1.98939
C6 -1.55263 2.52037 -3.60831
H11 -3.66373 4.18100 -0.28000
H12 -2.18747 4.69389 -1.17751
H13 -2.07372 3.73700 0.33220
H14 -1.97851 3.51591 -3.72919
H15 -2.17606 1.73038 -4.00736
H16 -0.55321 2.61687 -4.02479
C7 -4.06680 -1.19003 0.41438
C8 -3.56582 -1.09502 1.83803
O7 -3.71549 -1.93149 2.65408
N3 -2.91258 0.19929 2.18052
H17 -2.38524 0.00622 3.03540
H18 -2.16140 0.40280 1.49682
C9 -3.91007 1.29914 2.42072
H19 -3.23984 -1.07648 -0.28975
H20 -4.85679 -0.47405 0.20800
H21 -4.36523 -2.23329 0.32564
H22 -4.54353 1.03088 3.26112
H23 -4.55219 1.41060 1.54877
H24 -3.35666 2.21819 2.58550
C10 0.70790 3.16282 2.47108
C11 2.05115 2.65523 2.88475
O8 2.60695 2.93788 3.88553
N4 2.85368 1.92006 1.86185
H25 3.52870 1.33735 2.36710
H26 2.34377 1.22997 1.25649
C12 3.79495 2.83223 1.06163
H27 0.19780 3.60524 3.31864
H28 0.17892 2.28095 2.09384
H29 0.83015 3.81975 1.60580
H30 4.41860 2.23228 0.40751
H31 4.36406 3.31759 1.84983
H32 3.16704 3.48589 0.46563
C13 -1.16912 -3.72316 2.38697
C14 0.20197 -3.51335 2.92711
O9 0.52044 -3.76835 4.02191
N5 1.26416 -3.14005 1.85377
H33 1.64587 -3.92271 1.31928
H34 0.73268 -2.63906 1.08787
C15 2.40860 -2.34449 2.40781
H35 -1.86178 -3.63902 3.22045
H36 -1.27346 -4.73743 1.98648
H37 -1.34584 -3.08339 1.52239
H38 2.10247 -1.44745 2.93487
H39 3.01794 -2.07596 1.54654
H40 2.94737 -3.01203 3.07509
C16 -1.25280 -1.79574 -4.87362
C17 -1.45967 -1.95701 -3.40906
O10 -2.27649 -1.41653 -2.75201
N6 -0.40343 -2.81545 -2.72008
H41 0.43802 -2.58306 -3.25044
H42 -0.14941 -2.44858 -1.76557
C18 -0.76298 -4.25987 -2.64078
H43 -0.49959 -1.01968 -5.04425
H44 -2.19175 -1.57016 -5.36793
H45 -0.75370 -2.68401 -5.27039
H46 -1.53224 -4.38555 -1.88801
H47 0.14961 -4.76856 -2.31897
H48 -0.89345 -4.69679 -3.62836
P1 -0.15293 0.33590 4.49114
F1 -1.66951 0.95952 4.66256
F2 -0.89506 -1.11433 4.22218
F3 -0.26879 0.59887 2.88044
F4 1.29221 -0.29782 4.24493
F5 0.45462 1.81276 4.73509
F6 -0.11677 0.00511 6.04391

Results of the Löwdin charge analysis, in e, for atoms 1 through 2: number 1, S, carries 0.3416; number 2, O, carries -0.3310

Density functional theory data (wB97M-V/def2-TZVPD) for a cluster of 13 separate species, C18H48F8N12O25PS2 in total at a distorted geometry.

Summary:
2S+1: 2
Total charge: -2
<S²>: 0.754
LUMO (alpha / beta), eV: 1.82 / 1.71
Gap between HOMO and LUMO (alpha / beta), eV: 3.489 / 3.380

Cartesian coordinates (Å):
C1 -4.63405 24.00361 -12.84245
C2 -3.10079 24.14419 -13.07132
O1 -2.55587 24.01400 -14.18663
N1 -2.14300 24.08829 -11.84379
H1 -1.58689 24.93068 -11.80886
H2 -2.74078 24.21761 -11.04002
C3 -1.38330 22.72724 -11.72190
H3 -4.92866 24.78975 -12.14727
H4 -4.88670 23.02772 -12.42784
H5 -5.19400 24.20805 -13.75502
H6 -2.01541 21.86818 -11.94674
H7 -1.19765 22.71425 -10.64790
H8 -0.53082 22.79435 -12.39781
C4 -4.20894 21.35019 -16.12153
C5 -4.40640 20.66606 -14.75832
O2 -3.82100 21.00792 -13.69911
N2 -5.52700 19.64944 -14.85247
H9 -6.25257 20.28469 -15.15262
H10 -5.31359 18.98081 -15.57876
C6 -5.84153 19.03177 -13.46180
H11 -4.20586 20.66067 -16.96572
H12 -3.18655 21.71855 -16.03713
H13 -4.89975 22.16655 -16.33235
H14 -4.89619 18.62941 -13.09771
H15 -6.58629 18.24712 -13.59501
H16 -6.10213 19.86988 -12.81546
C7 -1.47669 18.19887 -12.96524
C8 -0.93167 19.04768 -14.06879
O3 -0.76093 20.28135 -14.02776
N3 -0.61594 18.22077 -15.33825
H17 0.19420 17.67100 -15.09021
H18 -1.27266 17.46766 -15.48539
C9 -0.52732 19.07901 -16.55737
H19 -1.96048 18.80315 -12.19785
H20 -0.60926 17.76071 -12.47160
H21 -2.22344 17.54367 -13.41376
H22 0.05515 18.45261 -17.23298
H23 -0.04150 20.04158 -16.39756
H24 -1.54953 19.29603 -16.86733
C10 -5.27171 19.24527 -9.27697
C11 -4.08246 20.17363 -9.41056
O4 -3.51185 20.50039 -10.47970
N4 -3.60136 20.79580 -8.08020
H25 -3.80498 21.78496 -8.06592
H26 -4.15596 20.39460 -7.33753
C12 -2.10150 20.56769 -7.76272
H27 -5.74232 19.31255 -10.25783
H28 -6.09946 19.54684 -8.63511
H29 -4.95310 18.23847 -9.00688
H30 -1.49546 20.59816 -8.66819
H31 -1.84723 19.60689 -7.31515
H32 -1.77972 21.37467 -7.10444
C13 -6.36223 15.42472 -7.77833
C14 -5.77348 14.48291 -6.73058
O5 -6.14851 13.38976 -6.52033
N5 -4.63164 14.95511 -5.94243
H33 -4.43734 15.94235 -6.03021
H34 -4.82894 15.05726 -4.95717
C15 -3.31918 14.11720 -6.16009
H35 -6.59744 16.26142 -7.12053
H36 -7.29707 14.98863 -8.13047
H37 -5.60603 15.74163 -8.49655
H38 -3.00461 14.11424 -7.20371
H39 -3.48132 13.10754 -5.78271
H40 -2.62054 14.71421 -5.57394
C16 2.91478 19.03714 -6.55556
C17 1.72077 19.92972 -6.18849
O6 0.63175 19.54197 -5.82118
N6 1.95870 21.38940 -6.37720
H41 1.65596 21.85498 -5.53359
H42 2.93880 21.53544 -6.57258
C18 1.15642 21.95525 -7.59347
H43 2.82170 18.17482 -5.89538
H44 3.94053 19.40342 -6.51327
H45 2.81372 18.74261 -7.60013
H46 0.09594 21.94336 -7.34179
H47 1.53692 21.38253 -8.43923
H48 1.40660 22.97876 -7.87264
P1 -3.04903 15.69524 -10.78166
F1 -3.05679 14.12457 -10.94817
F2 -4.70633 15.72823 -10.72788
F3 -3.04580 15.54158 -9.16604
F4 -3.05272 17.32444 -10.58455
F5 -1.40474 15.79474 -10.80044
F6 -3.32452 15.81494 -12.44999
N7 -9.82591 16.90528 -11.27098
S1 -8.12823 16.54214 -11.33925
O7 -7.63628 15.19415 -10.94268
O8 -7.27561 17.70138 -11.16822
F7 -7.95450 16.33701 -12.94544
S2 -9.73220 17.04644 -9.80306
O9 -9.28319 18.39117 -9.32845
O10 -9.50155 15.88636 -8.94509
F8 -11.31165 17.32248 -9.59466
N8 0.82995 19.14571 -10.42178
O11 0.62663 20.22134 -10.90882
O12 1.50301 18.28882 -11.04258
O13 0.42493 18.80349 -9.32211
N9 -3.45777 24.51949 -8.89434
O14 -3.09985 25.67684 -8.61768
O15 -4.51798 24.36229 -9.39583
O16 -2.71368 23.55828 -8.76091
N10 -0.57739 22.94854 -4.28621
O17 -0.42839 23.33872 -5.41890
O18 -1.57423 23.19165 -3.65110
O19 0.26071 22.20082 -3.75872
N11 -5.46136 22.33804 -5.42538
O20 -4.76480 23.20352 -5.96635
O21 -5.89251 21.34920 -6.00525
O22 -5.67011 22.46982 -4.25430
N12 -3.62224 18.37013 -5.66834
O23 -3.48617 19.43671 -5.12657
O24 -2.80596 17.55051 -5.54091
O25 -4.64389 18.15446 -6.28766

Results of the Löwdin charge analysis, in e, for atoms 1 through 2: number 1, C, carries 0.0257; number 2, C, carries -0.2800

Density functional theory data (wB97M-V/def2-TZVPD) for a cluster of 3 separate species, C18H48N3O3PSi in total at a distorted geometry.

Summary:
LUMO, eV: 0.68
Gap between HOMO and LUMO, eV: 8.695

Cartesian coordinates (Å):
C1 10.59306 3.35323 0.61635
O1 9.44370 2.55885 0.43170
C2 9.64560 1.45760 -0.44298
C3 9.00447 1.64052 -1.80175
C4 7.51125 1.92000 -1.78817
C5 7.10292 3.33408 -1.38191
C6 5.65326 3.36191 -0.90225
C7 5.05872 4.77191 -0.87036
C8 3.63320 4.79822 -1.39080
C9 2.65094 4.07999 -0.45926
C10 1.50111 3.41218 -1.26859
Si1 -0.04645 3.27899 -0.18779
P1 -0.88505 1.21831 -0.40260
N1 -0.49499 0.68907 -1.85754
H1 11.03620 3.60496 -0.34568
H2 11.33429 2.85683 1.24405
H3 10.30878 4.27999 1.09810
H4 10.71561 1.31644 -0.59564
H5 9.29368 0.54814 0.03619
H6 9.55110 2.38670 -2.37038
H7 9.15824 0.69918 -2.32652
H8 6.99014 1.18886 -1.17633
H9 7.14945 1.77323 -2.80267
H10 7.21398 3.99793 -2.23440
H11 7.71545 3.71463 -0.57422
H12 5.63047 2.90966 0.08259
H13 5.05611 2.72208 -1.54842
H14 5.65125 5.43114 -1.49759
H15 5.09808 5.16711 0.14080
H16 3.28721 5.81759 -1.51533
H17 3.60531 4.27563 -2.33967
H18 2.25064 4.76713 0.27682
H19 3.16111 3.28249 0.07172
H20 1.81889 2.42846 -1.58513
H21 1.26475 4.04865 -2.11243
H22 0.29518 3.61295 1.21772
H23 -1.08264 4.23910 -0.63220
H24 -0.32752 0.41328 0.61849
H25 -2.27225 1.29468 -0.17121
H26 -1.33384 0.44821 -2.37622
C11 -2.04757 -1.06477 2.66999
O2 -2.69033 -0.83707 1.42829
C12 -3.71727 -1.75753 1.10287
C13 -5.07319 -1.48397 1.76711
C14 -5.12976 -1.86685 3.24339
N2 -5.48852 -0.08441 1.62354
H27 -1.97039 -2.13261 2.89088
H28 -2.56424 -0.55545 3.48622
H29 -1.04155 -0.64977 2.60092
H30 -3.84892 -1.66842 0.02124
H31 -3.37953 -2.78414 1.29801
H32 -5.80721 -2.10509 1.24503
H33 -4.63709 -1.13125 3.87863
H34 -6.16693 -1.92883 3.57207
H35 -4.66323 -2.83891 3.41936
H36 -5.57309 0.14037 0.63585
H37 -4.72431 0.50215 1.95010
C15 -6.35522 -5.31387 1.10862
O3 -6.98859 -4.36057 0.27305
C16 -7.37562 -4.84345 -1.00050
C17 -8.69219 -5.63333 -1.02445
C18 -8.57990 -7.05003 -0.46876
N3 -9.77401 -4.93281 -0.32592
H38 -5.74064 -6.01257 0.53444
H39 -7.09183 -5.86356 1.69794
H40 -5.71187 -4.76937 1.80095
H41 -7.50900 -3.95006 -1.61619
H42 -6.55770 -5.42221 -1.45026
H43 -8.97997 -5.72067 -2.07622
H44 -8.55900 -7.06183 0.62027
H45 -9.44201 -7.64064 -0.77711
H46 -7.68107 -7.55025 -0.83520
H47 -9.93989 -4.03612 -0.77445
H48 -9.43968 -4.69199 0.60383

Results of the Löwdin charge analysis, in e, for atoms 1 through 2: number 1, C, carries -0.1112; number 2, O, carries -0.2030

DFT total energy per entry: -48953.0510, -88911.6388, -85270.2354, -141190.8765, -47220.5099 eV